[1]
The following is a DFT calculation (ωB97M-V/def2-TZVPD) of a 2-piece molecular cluster, C3H2FIN2 overall at a distorted geometry.

Structure (XYZ):
```
9
Properties=species:S:1:pos:R:3:lowdin_charge:R:1
C 0.049 -2.666 0.491 0.041
C 0.769 -1.996 -0.207 -0.245
C -0.519 0.973 0.485 -0.707
N -0.281 1.868 -0.274 -0.242
N 0.476 2.445 -1.051 0.066
F 1.635 -1.269 -0.836 0.110
I -2.164 0.049 1.029 0.922
H -0.766 -2.773 1.161 -0.008
H 0.802 3.369 -0.799 0.062
```

The calculation puts the largest force on an atom at 2.2 eV/A. Its relative energy (zero: lowest compared OMol25 entry of this formula, charge and spin) is 6.153 eV. The spin multiplicity is 1. The HOMO energy (alpha / beta) comes out at -8.7 / -8.7 eV. Its HOMO-LUMO gap (alpha / beta) is 8.4 / 8.4 eV.

[2]
The following is a DFT calculation (ωB97M-V/def2-TZVPD) of one molecule with the formula CH3N3O at a distorted geometry.

Structure (XYZ):
```
8
Properties=species:S:1:pos:R:3:lowdin_charge:R:1
C 0.743 -0.495 0.089 -0.355
N -0.501 -1.098 0.053 0.055
N 1.799 -1.137 -0.086 0.088
N -2.648 -0.614 -0.093 0.083
O -1.458 -0.204 -0.031 -0.191
H 0.869 0.796 0.174 0.174
H 2.680 -0.650 -0.042 0.046
H -3.272 0.207 -0.388 0.100
```

The calculation puts the largest force on an atom at 5.5 eV/A. Its relative energy (zero: lowest compared OMol25 entry of this formula, charge and spin) is 6.572 eV. The spin multiplicity is 1. The HOMO energy (alpha / beta) comes out at -9.9 / -9.8 eV. Its HOMO-LUMO gap (alpha / beta) is 9.3 / 8.6 eV.

[3]
The following is a DFT calculation (ωB97M-V/def2-TZVPD) of C30H43Cl2GeN2O3PPdSSe as an isolated structure.

Structure (XYZ):
```
85
Properties=species:S:1:pos:R:3:lowdin_charge:R:1
Pd -0.217 0.281 0.013 0.533
O 1.717 -1.482 -0.532 -0.346
S 1.442 -1.076 -1.901 0.489
O 1.404 -2.128 -2.876 -0.273
O 0.149 -0.265 -1.940 -0.468
C 2.630 0.150 -2.325 -0.266
C 3.575 -0.098 -3.301 -0.022
C 4.528 0.871 -3.582 -0.026
C 4.525 2.068 -2.885 -0.031
C 3.566 2.314 -1.912 -0.060
C 2.601 1.355 -1.617 -0.297
P 1.325 1.875 -0.409 1.040
C 2.254 2.406 1.031 -0.425
C 3.384 1.658 1.372 -0.079
C 4.064 1.931 2.548 -0.042
C 3.619 2.940 3.390 -0.041
C 2.482 3.671 3.066 -0.051
C 1.792 3.397 1.898 -0.132
C 0.529 3.276 -1.225 -0.354
C -0.466 3.013 -2.167 -0.124
C -1.023 4.053 -2.892 -0.056
C -0.593 5.357 -2.686 -0.047
C 0.411 5.621 -1.764 -0.049
C 0.979 4.585 -1.038 -0.087
H 3.557 -1.041 -3.830 0.125
H 5.272 0.689 -4.345 0.123
H 5.269 2.823 -3.098 0.122
H 3.578 3.261 -1.387 0.117
H 3.735 0.868 0.718 0.118
H 4.946 1.359 2.803 0.119
H 4.156 3.158 4.303 0.120
H 2.134 4.454 3.725 0.120
H 0.897 3.962 1.669 0.099
H -0.796 1.997 -2.344 0.083
H -1.792 3.844 -3.624 0.119
H -1.031 6.168 -3.253 0.119
H 0.763 6.633 -1.615 0.119
H 1.779 4.807 -0.344 0.105
Cl -3.169 4.303 2.052 0.578
C -2.298 3.821 0.599 -0.985
Cl -2.852 2.248 -0.013 0.573
H -1.245 3.730 0.844 -0.008
H -2.453 4.559 -0.179 0.034
C -3.919 -0.534 1.616 -0.244
Ge -3.216 -0.286 3.418 0.778
C -4.514 0.638 4.531 -0.200
C -2.712 -2.000 4.233 -0.205
C -1.633 0.914 3.402 -0.534
Se 0.008 0.613 2.393 0.976
C 0.310 -1.277 2.732 -0.327
H -4.594 -1.392 1.602 0.029
H -3.119 -0.695 0.891 -0.023
H -4.479 0.346 1.309 0.003
H -5.453 0.084 4.542 0.034
H -4.713 1.638 4.146 0.024
H -4.158 0.723 5.557 0.033
H -3.380 -2.200 5.071 0.031
H -1.695 -1.998 4.622 0.010
H -2.812 -2.830 3.533 0.010
H -1.266 0.972 4.431 0.033
H -1.931 1.927 3.123 -0.024
H -0.565 -1.858 2.450 0.007
H 0.525 -1.404 3.791 0.045
H 1.170 -1.559 2.127 0.024
C -3.357 -4.571 -0.666 -0.046
C -2.979 -3.150 -0.179 -0.154
N -1.703 -2.716 -0.749 -0.137
C -0.659 -3.682 -0.382 -0.127
C -0.973 -5.085 -0.949 -0.041
N -2.303 -5.005 -1.639 -0.089
C -2.231 -4.038 -2.786 -0.039
C -1.832 -2.660 -2.211 -0.129
H -4.312 -4.596 -1.188 0.139
H -3.378 -5.305 0.137 0.138
H -2.906 -3.138 0.908 0.109
H -3.751 -2.441 -0.466 0.118
H -0.587 -3.721 0.704 0.124
H 0.297 -3.335 -0.763 0.092
H -1.057 -5.848 -0.177 0.139
H -0.243 -5.409 -1.688 0.142
H -2.543 -5.927 -2.000 0.194
H -3.207 -4.038 -3.268 0.139
H -1.493 -4.424 -3.486 0.142
H -2.581 -1.911 -2.463 0.136
H -0.886 -2.345 -2.642 0.084
```

The calculation puts the largest force on an atom at 0.4 eV/A. Its relative energy (zero: lowest compared OMol25 entry of this formula, charge and spin) is 0.000 eV. The spin multiplicity is 1. The HOMO energy comes out at -13.9 eV. Its total charge is +2. Its HOMO-LUMO gap is 7.5 eV.

[4]
The following is a DFT calculation (ωB97M-V/def2-TZVPD) of C28H20BrCrN5O5S as an isolated structure at a distorted geometry.

Structure (XYZ):
```
61
Properties=species:S:1:pos:R:3:lowdin_spin:R:1
Cr -0.989 0.879 0.542 2.064
C 5.824 -7.031 2.883 0.003
O 6.320 -6.287 3.971 0.049
C 5.680 -5.142 4.334 0.104
C 4.432 -4.740 3.858 -0.002
C 3.889 -3.540 4.255 0.122
C 4.595 -2.678 5.130 0.039
C 5.822 -3.135 5.662 0.086
C 6.346 -4.336 5.269 -0.019
N 4.166 -1.463 5.492 0.526
N 3.096 -0.879 5.155 0.505
C 2.651 -0.495 3.978 0.032
C 3.384 -0.665 2.766 0.138
C 2.831 -0.441 1.534 -0.017
C 1.504 0.035 1.418 0.133
O 0.856 0.218 0.315 0.162
C 0.819 0.358 2.618 0.033
N -0.409 0.902 2.410 0.040
C -1.153 1.164 3.477 -0.024
C -0.733 0.910 4.775 0.042
C 0.531 0.385 4.999 -0.020
C 1.342 0.098 3.903 0.050
H 6.567 -7.805 2.693 0.000
H 5.711 -6.408 1.988 0.001
H 4.867 -7.512 3.113 0.001
H 3.875 -5.366 3.178 -0.003
H 2.921 -3.240 3.880 0.009
H 6.338 -2.512 6.376 0.005
H 7.292 -4.682 5.652 -0.003
H 4.396 -1.036 2.858 0.009
H 3.396 -0.638 0.634 -0.004
H -2.126 1.591 3.270 -0.003
H -1.391 1.128 5.601 0.003
H 0.897 0.196 5.995 0.000
Br -1.077 6.466 1.422 0.001
C -0.722 4.998 0.287 0.001
C -0.518 5.196 -1.072 -0.013
C -0.183 4.078 -1.827 0.001
C -0.125 2.843 -1.219 -0.004
N -0.421 2.653 0.074 0.004
C -0.664 3.730 0.828 -0.008
H -0.602 6.176 -1.512 -0.001
H 0.008 4.177 -2.883 0.000
H 0.142 1.948 -1.762 0.001
H -0.828 3.557 1.885 -0.001
O -1.607 -1.176 0.370 -0.008
C -2.493 -0.507 -0.188 -0.021
N -2.197 0.474 -1.090 0.004
S -3.342 1.579 -0.767 0.001
O -2.980 2.056 0.577 -0.002
O -3.533 2.579 -1.767 0.000
C -4.662 0.428 -0.419 -0.005
C -6.032 0.484 -0.337 0.001
C -6.694 -0.621 0.192 -0.006
C -5.982 -1.713 0.674 0.000
C -4.598 -1.747 0.628 -0.005
C -3.940 -0.670 0.048 0.000
H -6.565 1.358 -0.673 0.000
H -7.772 -0.621 0.244 0.000
H -6.515 -2.546 1.103 0.000
H -4.028 -2.579 1.014 0.000
```

The calculation puts the largest force on an atom at 2.0 eV/A. Its relative energy (zero: lowest compared OMol25 entry of this formula, charge and spin) is 2.956 eV. The spin multiplicity is 5. The HOMO energy (alpha / beta) comes out at -6.0 / -6.5 eV. Its HOMO-LUMO gap (alpha / beta) is 5.8 / 5.9 eV.

[5]
The following is a DFT calculation (ωB97M-V/def2-TZVPD) of Cl3H4NSi2 as an isolated structure at a distorted geometry.

Structure (XYZ):
```
10
Properties=species:S:1:pos:R:3:lowdin_charge:R:1
N -1.059 0.513 0.439 -0.331
Si 1.589 -0.398 1.026 0.423
Si -1.569 0.435 -1.075 -0.492
Cl -0.724 1.680 -2.282 0.367
Cl 1.072 -0.673 -1.140 0.072
Cl -2.479 -0.871 -2.350 0.276
H -1.584 0.121 1.227 -0.031
H 2.415 -1.417 1.699 -0.115
H 2.133 1.119 0.953 -0.047
H 0.205 -0.511 1.504 -0.121
```

The calculation puts the largest force on an atom at 2.6 eV/A. Its relative energy (zero: lowest compared OMol25 entry of this formula, charge and spin) is 3.854 eV. The spin multiplicity is 1. The HOMO energy comes out at -9.4 eV. Its HOMO-LUMO gap is 9.2 eV.

[6]
The following is a DFT calculation (ωB97M-V/def2-TZVPD) of one molecule with the formula C28H33N7O4S at a distorted geometry.

Structure (XYZ):
```
73
Properties=species:S:1:pos:R:3:lowdin_charge:R:1
C -1.505 0.610 -3.233 -0.105
C -0.990 -0.756 -2.796 -0.260
C -1.083 -0.919 -1.281 -0.193
C -0.560 -2.281 -0.827 -0.112
N -0.537 -2.385 0.627 0.002
C 0.637 -2.608 1.245 -0.522
O 1.702 -2.677 0.659 0.044
C 0.578 -2.652 2.765 -0.316
S 1.897 -1.558 3.400 1.003
C 1.851 -0.378 2.117 -0.616
N 0.772 0.186 1.640 0.008
N 1.135 0.931 0.587 0.097
C 2.433 0.831 0.440 -0.235
C 3.171 1.483 -0.626 -0.155
C 2.562 1.595 -1.879 -0.005
C 3.217 2.201 -2.923 0.015
C 4.503 2.723 -2.748 -0.272
O 5.064 3.296 -3.843 -0.078
C 6.356 3.842 -3.736 -0.086
C 5.105 2.633 -1.497 -0.011
C 4.441 2.018 -0.449 -0.025
N 2.942 0.002 1.403 0.008
C 4.263 -0.543 1.566 -0.201
C 4.971 0.050 2.779 -0.067
C -1.813 -2.520 1.246 -0.128
C -2.519 -1.412 1.677 -0.231
N -1.950 -0.207 1.785 0.231
N -3.837 -1.555 2.060 0.058
C -4.648 -0.381 2.349 -0.079
C -4.747 0.531 1.151 -0.226
C -4.597 1.905 1.285 -0.056
C -4.670 2.729 0.175 -0.074
C -4.887 2.186 -1.079 -0.085
C -5.044 0.817 -1.219 -0.081
C -4.977 -0.006 -0.110 -0.030
C -4.474 -2.788 2.105 -0.480
O -5.635 -2.901 2.430 0.079
N -3.694 -3.854 1.773 0.213
C -2.379 -3.834 1.287 -0.418
O -1.839 -4.872 0.959 0.077
H -2.547 0.733 -2.946 0.053
H -1.428 0.722 -4.312 0.068
H -0.930 1.403 -2.760 0.067
H -1.572 -1.541 -3.284 0.110
H 0.050 -0.873 -3.110 0.105
H -2.125 -0.802 -0.974 0.101
H -0.498 -0.133 -0.799 0.084
H -1.179 -3.088 -1.230 0.136
H 0.468 -2.423 -1.167 0.125
H -0.380 -2.331 3.165 0.072
H 0.823 -3.652 3.122 0.095
H 1.571 1.191 -2.011 0.101
H 2.760 2.287 -3.895 0.121
H 6.594 4.231 -4.725 0.094
H 6.388 4.660 -3.009 0.096
H 7.093 3.081 -3.462 0.096
H 6.087 3.041 -1.321 0.104
H 4.917 1.992 0.519 0.104
H 4.152 -1.625 1.692 0.115
H 4.821 -0.351 0.647 0.122
H 4.416 -0.182 3.686 0.055
H 5.968 -0.374 2.863 0.080
H 5.056 1.131 2.693 0.070
H -2.506 0.620 1.899 0.091
H -0.942 -0.086 1.615 0.053
H -4.246 0.147 3.220 0.135
H -5.639 -0.769 2.609 0.134
H -4.429 2.335 2.263 0.115
H -4.552 3.796 0.291 0.105
H -4.936 2.828 -1.946 0.104
H -5.224 0.389 -2.194 0.107
H -5.107 -1.073 -0.219 0.122
H -4.141 -4.762 1.817 0.170
```

The calculation puts the largest force on an atom at 1.0 eV/A. Its relative energy (zero: lowest compared OMol25 entry of this formula, charge and spin) is 0.000 eV. The spin multiplicity is 1. The HOMO energy comes out at -8.3 eV. Its HOMO-LUMO gap is 8.9 eV.

[7]
The following is a DFT calculation (ωB97M-V/def2-TZVPD) of a 2-piece molecular cluster, C10H16 overall at a distorted geometry.

Structure (XYZ):
```
26
Properties=species:S:1:pos:R:3:lowdin_spin:R:1
C -0.528 -1.962 0.048 0.048
C 0.965 -2.104 0.422 0.040
C -1.123 -0.859 0.809 0.261
C -1.958 -1.044 1.958 0.079
C -0.918 0.488 0.366 0.111
C -2.475 0.031 2.600 0.069
C -1.539 1.547 0.925 0.043
C -2.351 1.359 2.073 0.317
H -0.582 -1.729 -1.016 0.011
H -1.039 -2.907 0.213 0.001
H 1.138 -2.833 1.211 0.001
H -2.128 -2.050 2.315 0.001
H -0.409 0.589 -0.584 0.002
H -3.249 -0.124 3.334 0.000
H -1.426 2.534 0.520 -0.001
H -3.040 2.094 2.459 0.013
H 1.429 -1.137 0.570 0.001
H 1.580 -2.547 -0.373 0.004
C 2.398 2.082 -2.152 0.000
C 1.920 0.635 -2.349 0.000
H 1.657 2.675 -1.615 0.000
H 3.283 2.049 -1.516 0.000
H 2.710 2.539 -3.088 0.000
H 0.900 0.458 -2.676 0.000
H 2.609 0.122 -3.030 0.000
H 2.179 0.094 -1.425 0.000
```

The calculation puts the largest force on an atom at 1.7 eV/A. Its relative energy (zero: lowest compared OMol25 entry of this formula, charge and spin) is 0.348 eV. The spin multiplicity is 2. The HOMO energy (alpha / beta) comes out at -14.5 / -14.5 eV. Its total charge is +1. Its HOMO-LUMO gap (alpha / beta) is 10.1 / 6.4 eV.

[8]
The following is a DFT calculation (ωB97M-V/def2-TZVPD) of C5H3CdN3OS as an isolated structure at a distorted geometry.

Structure (XYZ):
```
14
Properties=species:S:1:pos:R:3:lowdin_charge:R:1
N 1.167 2.591 1.841 0.309
C 0.287 1.918 1.522 -0.294
O -0.693 1.071 1.191 -0.156
C -0.134 -0.268 0.741 -0.262
C -1.105 -1.279 1.059 -0.194
N -1.935 -2.032 1.332 0.306
C 0.246 -0.163 -0.775 -0.627
S -1.000 -1.095 -1.762 0.928
C 1.613 -0.546 -0.994 -0.203
N 2.718 -0.870 -1.039 0.292
H 0.765 -0.445 1.332 0.185
H 0.120 0.860 -1.162 0.050
H -0.232 -1.387 -2.827 -0.032
Cd -1.817 1.647 -0.460 1.699
```

The calculation puts the largest force on an atom at 2.2 eV/A. Its relative energy (zero: lowest compared OMol25 entry of this formula, charge and spin) is 0.000 eV. The spin multiplicity is 1. The HOMO energy comes out at -19.5 eV. Its total charge is +2. Its HOMO-LUMO gap is 5.8 eV.